{"formula": "C37H47Cl3N3O7S2SiV", "method": "ωB97M-V/def2-TZVPD", "elements": ["V", "Cl", "C", "C", "C", "Cl", "C", "O", "C", "Cl", "C", "H", "H", "C", "C", "C", "C", "O", "Si", "S", "O", "C", "C", "C", "C", "O", "C", "C", "C", "C", "H", "H", "H", "H", "H", "H", "H", "H", "H", "H", "H", "H", "H", "H", "H", "H", "H", "H", "H", "H", "H", "H", "H", "H", "H", "H", "H", "O", "S", "O", "O", "C", "N", "C", "C", "C", "N", "C", "C", "C", "N", "C", "C", "H", "H", "H", "H", "H", "H", "C", "C", "C", "C", "C", "C", "C", "C", "C", "C", "H", "H", "H", "H", "H", "H", "H", "H", "H", "H", "H", "H"], "xyz": [[0.51, 1.12, 1.01], [5.07, 6.00, 4.16], [4.28, 4.60, 3.48], [3.04, 4.73, 2.86], [2.47, 3.58, 2.36], [0.92, 3.61, 1.34], [3.00, 2.28, 2.45], [2.40, 1.25, 1.97], [4.29, 2.24, 3.04], [5.10, 0.70, 3.13], [4.91, 3.36, 3.55], [2.55, 5.69, 2.74], [5.88, 3.28, 4.01], [-2.12, 2.75, -1.34], [-0.72, 2.34, -0.89], [0.32, 2.78, -1.91], [-0.59, 2.86, 0.55], [-0.64, 0.88, -0.73], [-1.38, -0.40, -1.60], [-0.95, -2.17, -0.75], [-2.98, -0.03, -1.78], [-4.11, -0.36, -0.95], [-5.23, 0.59, -1.36], [-4.53, -1.80, -1.24], [-3.77, -0.18, 0.54], [-0.77, 0.00, -3.10], [-1.14, -0.47, -4.39], [-1.68, -1.90, -4.35], [-2.20, 0.48, -4.95], [0.13, -0.42, -5.24], [-2.16, 3.84, -1.38], [-2.86, 2.41, -0.63], [-2.35, 2.33, -2.33], [0.16, 3.81, -2.21], [0.25, 2.12, -2.79], [1.33, 2.72, -1.52], [0.86, 5.52, 1.46], [1.83, 3.76, 0.22], [0.04, 3.47, 2.47], [-5.46, 0.47, -2.42], [-4.93, 1.63, -1.19], [-6.13, 0.39, -0.78], [-4.77, -1.91, -2.30], [-5.42, -2.06, -0.65], [-3.72, -2.48, -0.99], [-3.51, 0.86, 0.74], [-2.92, -0.81, 0.81], [-4.62, -0.44, 1.17], [-2.60, -1.95, -3.77], [-0.96, -2.56, -3.87], [-1.88, -2.25, -5.36], [-3.06, 0.50, -4.29], [-2.52, 0.16, -5.95], [-1.79, 1.49, -5.03], [0.87, -1.10, -4.83], [0.54, 0.59, -5.23], [-0.08, -0.70, -6.27], [5.78, -5.66, -5.37], [6.28, -4.54, -4.59], [5.89, -3.24, -5.08], [7.68, -4.65, -4.21], [5.42, -4.73, -2.99], [5.57, -5.91, -2.39], [4.95, -6.07, -1.23], [4.20, -5.06, -0.65], [4.12, -3.87, -1.34], [4.72, -3.71, -2.52], [3.34, -2.72, -0.81], [3.20, -2.50, 0.55], [2.48, -1.42, 1.00], [1.87, -0.57, 0.18], [1.98, -0.79, -1.14], [2.73, -1.82, -1.67], [5.06, -7.03, -0.75], [3.68, -5.22, 0.29], [3.69, -3.15, 1.27], [2.40, -1.19, 2.06], [1.46, -0.11, -1.79], [2.83, -1.94, -2.74], [0.05, 0.77, 4.61], [-0.89, 0.00, 3.66], [-0.79, -1.49, 3.97], [-0.41, 0.23, 2.24], [-2.31, 0.54, 3.88], [-2.69, 1.76, 3.32], [-3.95, 2.28, 3.54], [-4.87, 1.60, 4.33], [-4.51, 0.39, 4.89], [-3.24, -0.14, 4.67], [1.07, 0.37, 4.52], [-0.28, 0.68, 5.65], [0.08, 1.82, 4.35], [0.21, -1.83, 3.70], [-1.51, -2.07, 3.38], [-0.94, -1.69, 5.03], [-0.21, -0.73, 1.69], [-2.01, 2.27, 2.66], [-4.22, 3.22, 3.08], [-5.87, 2.01, 4.49], [-5.22, -0.16, 5.49], [-2.99, -1.09, 5.11]], "lowdin_spin": [1.433, 0.002, 0.003, 0.034, 0.022, 0.254, 0.007, 0.025, 0.001, 0.001, 0.000, 0.039, 0.000, 0.003, 0.006, 0.002, -0.028, 0.010, 0.000, 0.000, 0.000, 0.000, 0.000, 0.000, -0.003, 0.000, 0.000, 0.000, 0.000, 0.000, 0.001, 0.000, 0.000, 0.001, 0.000, 0.003, 0.573, 0.016, 0.021, 0.000, 0.000, 0.000, 0.000, 0.000, 0.000, 0.000, -0.002, 0.000, 0.000, 0.000, 0.000, 0.000, 0.000, 0.000, 0.000, 0.000, 0.000, 0.000, 0.000, 0.000, 0.000, 0.000, 0.000, 0.000, 0.000, 0.000, 0.000, 0.001, 0.000, 0.001, 0.007, 0.001, 0.000, 0.000, 0.000, 0.000, -0.001, 0.000, 0.000, -0.013, -0.038, -0.005, -0.336, -0.013, -0.002, 0.000, 0.000, -0.001, -0.002, -0.001, -0.002, 0.001, -0.001, 0.000, -0.001, -0.018, 0.001, 0.000, 0.000, 0.000, 0.000], "charge": -2, "spin_multiplicity": 3, "lumo_energy_ev": [3.481, 2.836], "e_tot_ha": -5539.314813, "homo_lumo_gap_ha": [0.2359, 0.2274], "de_lowest_ev": 14.3552}